(1)
Here is CH4N2O as an isolated structure from the OMol25 dataset. Energies are from ωB97M-V/def2-TZVPD.

Last column: Löwdin charge in e.
Atoms and positions in Å:
C  0.660  1.310  0.575  -0.01
N  1.327  0.756  -0.178  0.06
N  -0.453  -0.888  -0.312  -0.19
O  -1.037  -0.239  0.625  -0.29
H  0.113  1.924  1.147  0.05
H  0.624  -0.312  -0.608  0.07
H  -0.953  -0.640  -1.179  0.14
H  -0.281  -1.910  -0.069  0.17

Output
E = -6125.298 eV
E_HOMO = -8.70 eV
2S+1 = 1
Largest force on an atom = 0.068 Eh/bohr

=====

(2)
Here is a 2-piece molecular cluster, CH4N2O2 overall from the OMol25 dataset. Energies are from ωB97M-V/def2-TZVPD.

Last column: Löwdin charge in e.
Atoms and positions in Å:
C  -0.553  0.026  -0.084  -0.19
N  2.500  -2.578  0.857  -0.38
N  -0.953  1.464  -0.499  -0.41
O  3.301  -1.600  0.493  -0.59
O  -2.334  1.586  -0.621  -0.57
H  -0.935  -0.558  -1.077  0.08
H  0.486  0.020  -0.040  0.00
H  -1.052  -0.457  0.785  0.03
H  -0.461  2.098  0.184  0.03

Output
E = -8169.407 eV
E_HOMO (alpha / beta) = 1.81 / 1.81 eV
2S+1 = 3
Largest force on an atom = 0.097 Eh/bohr
⟨S²⟩ = 2.012
Total charge = -2

=====

(3)
Here is a 2-piece molecular cluster, CH4N2O2 overall from the OMol25 dataset. Energies are from ωB97M-V/def2-TZVPD.

Last column: Löwdin charge in e.
Atoms and positions in Å:
H  -0.908  0.914  1.406  0.12
N  -0.207  0.445  0.788  0.09
N  0.202  -0.446  1.499  -0.29
O  0.030  -0.481  2.720  -0.06
H  0.865  -1.108  1.057  0.18
C  -0.022  0.226  -1.903  -0.14
O  0.006  -0.673  -1.109  -0.10
H  0.481  1.101  -1.464  0.07
H  -0.449  0.023  -2.995  0.12

Output
E = -8172.323 eV
E_HOMO = -9.40 eV
SMILES string = [H]/N=[NH+]\[O-].C=O
2S+1 = 1
Largest force on an atom = 0.072 Eh/bohr

=====

(4)
Here is CH4N2O2 in the gas phase from the OMol25 dataset. Energies are from ωB97M-V/def2-TZVPD.

Last column: Löwdin charge in e.
Atoms and positions in Å:
C  -1.052  -0.399  0.046  -0.01
N  0.941  0.861  0.005  -0.13
N  0.340  -0.280  -0.046  -0.17
O  2.143  1.106  0.034  0.05
O  1.351  -1.555  -0.022  -0.19
H  -1.368  0.611  -0.208  0.10
H  -1.310  -0.689  1.024  0.10
H  -1.234  -1.188  -0.586  0.08
H  0.190  1.531  -0.248  0.18

Output
E = -8170.039 eV
E_HOMO (alpha / beta) = -9.15 / -9.15 eV
2S+1 = 1
Largest force on an atom = 0.172 Eh/bohr

=====

(5)
Here is a 2-piece molecular cluster, CH4N2O2 overall from the OMol25 dataset. Energies are from ωB97M-V/def2-TZVPD.

Last column: Löwdin charge in e.
Atoms and positions in Å:
H  -0.629  1.181  -0.924  0.05
N  -0.867  0.380  -0.473  0.14
N  -0.728  -0.578  -1.212  -0.22
O  -0.393  -0.579  -2.433  -0.04
H  -0.720  -1.471  -0.836  0.14
C  0.814  0.295  1.443  -0.19
O  0.896  -0.894  1.599  -0.02
H  1.329  0.876  0.639  0.09
H  0.299  0.790  2.197  0.06

Output
E = -8172.923 eV
E_HOMO = -10.18 eV
SMILES string = [H]/N=[NH+]\[O-].C=O
2S+1 = 1
Largest force on an atom = 0.089 Eh/bohr

=====

(6)
Here is CH4N2O2 in the gas phase from the OMol25 dataset. Energies are from ωB97M-V/def2-TZVPD.

Last column: Löwdin charge in e.
Atoms and positions in Å:
H  1.759  0.312  1.999  0.07
N  0.824  0.175  1.565  0.07
N  1.112  0.079  0.359  0.00
C  -0.120  0.094  -0.503  -0.59
O  -1.237  0.271  0.290  -0.03
O  -0.209  -0.888  -1.378  0.08
H  0.157  1.050  -1.144  0.18
H  -1.532  -0.550  0.824  0.15
H  -0.754  -0.544  -2.012  0.06

Output
E = -8174.598 eV
E_HOMO = -9.51 eV
SMILES string = [H]/N=N/C(O)O
2S+1 = 1
Largest force on an atom = 0.086 Eh/bohr

=====

(7)
Here is CH4N2O2S in the gas phase from the OMol25 dataset. Energies are from ωB97M-V/def2-TZVPD.

Last column: Löwdin charge in e.
Atoms and positions in Å:
C  -0.985  0.106  -0.148  -0.23
N  -0.691  -1.230  0.219  -0.18
N  0.175  0.949  0.272  -0.24
O  2.504  0.685  -0.490  -0.48
O  0.459  -1.598  -0.262  -0.26
S  1.569  0.038  0.444  1.02
H  -1.142  0.259  -1.147  0.10
H  -1.730  0.594  0.428  0.11
H  -0.656  -1.354  1.178  0.09
H  0.496  1.551  -0.493  0.08

Output
E = -19008.537 eV
E_HOMO (alpha / beta) = -8.92 / -8.92 eV
2S+1 = 1
Largest force on an atom = 0.074 Eh/bohr

=====

(8)
Here is CH4N2O2S in the gas phase from the OMol25 dataset. Energies are from ωB97M-V/def2-TZVPD.

Last column: Löwdin charge in e.
Atoms and positions in Å:
C  -1.189  0.493  0.183  -0.19
S  -0.028  -0.882  0.011  0.72
O  -0.354  -1.899  1.036  -0.40
N  1.469  -0.545  -0.024  -0.27
N  1.692  0.894  -0.174  -0.19
O  2.812  1.266  -0.288  -0.02
H  -1.088  1.267  -0.756  0.13
H  -2.125  -0.072  0.210  0.05
H  -1.042  1.000  1.129  0.06
H  -0.148  -1.521  -1.326  0.11

Output
E = -19006.762 eV
E_HOMO = -9.26 eV
SMILES string = C[S@H](=O)=NN=O
2S+1 = 1
Largest force on an atom = 0.063 Eh/bohr

=====

(9)
Here is CH4N2O2S in the gas phase from the OMol25 dataset. Energies are from ωB97M-V/def2-TZVPD.

Last column: Löwdin charge in e.
Atoms and positions in Å:
C  1.392  -0.445  0.185  -0.20
N  -1.007  1.330  -0.892  0.04
N  0.317  0.148  0.792  -0.04
O  -2.228  0.028  0.927  -0.29
O  -1.066  -1.187  -0.883  -0.30
S  -1.171  -0.047  -0.031  0.45
H  2.235  0.247  0.074  0.10
H  1.728  -1.213  0.905  0.12
H  1.128  -0.971  -0.742  0.08
H  -1.327  2.109  -0.335  0.04

Output
E = -19007.838 eV
E_HOMO (alpha / beta) = -11.27 / -11.19 eV
2S+1 = 1
Largest force on an atom = 0.062 Eh/bohr

=====

(10)
Here is a 2-piece molecular cluster, CH4N2O2S overall from the OMol25 dataset. Energies are from ωB97M-V/def2-TZVPD.

Last column: Löwdin charge in e.
Atoms and positions in Å:
H  0.242  -0.085  -2.066  0.09
N  -0.401  -0.333  -1.287  0.18
C  -1.385  0.453  -1.095  -0.14
N  -2.161  0.195  0.075  -0.42
O  -1.844  -0.714  0.795  0.09
O  -3.157  0.874  0.196  0.08
H  -1.789  1.157  -1.757  0.11
S  1.966  0.351  2.134  0.44
H  2.642  0.037  3.263  -0.22
H  1.032  0.879  2.962  -0.22

Output
E = -19008.161 eV
E_HOMO = -9.68 eV
SMILES string = [H]/N=C/[N+](=O)[O-].S
2S+1 = 1
Largest force on an atom = 0.085 Eh/bohr

=====

(11)
Here is a 2-piece molecular cluster, CH4N2O2S overall from the OMol25 dataset. Energies are from ωB97M-V/def2-TZVPD.

Last column: Löwdin charge in e.
Atoms and positions in Å:
C  0.095  0.272  0.447  -0.48
N  -0.088  -1.606  -0.181  0.05
N  -0.456  1.035  -0.509  -0.11
O  0.448  2.042  2.078  -0.61
O  -1.000  0.426  -1.625  -0.06
S  0.645  0.553  1.931  0.90
H  -0.092  -2.185  0.691  0.06
H  0.762  -1.723  -0.592  -0.03
H  0.321  1.727  -0.777  0.19
H  -0.635  -0.541  -1.463  0.09

Output
E = -19006.629 eV
E_HOMO = -8.77 eV
2S+1 = 1
Largest force on an atom = 0.114 Eh/bohr

=====

(12)
Here is a 2-piece molecular cluster, CH4N2O3 overall from the OMol25 dataset. Energies are from ωB97M-V/def2-TZVPD.

Last column: Löwdin charge in e.
Atoms and positions in Å:
C  -0.084  -0.105  -0.380  -0.01
N  0.790  0.674  0.553  -0.26
N  3.177  -0.074  -0.044  -0.22
O  2.395  -0.816  0.460  0.05
O  4.310  -0.103  -0.379  0.10
O  1.447  1.605  0.043  -0.06
H  0.363  -0.051  -1.351  0.09
H  -0.159  -1.097  -0.087  0.06
H  -0.848  0.600  -0.307  0.07
H  0.354  0.643  1.541  0.19

Output
E = -10217.471 eV
E_HOMO (alpha / beta) = -9.37 / -8.30 eV
2S+1 = 1
Largest force on an atom = 0.064 Eh/bohr

=====

(13)
Here is CH4N2OS in the gas phase from the OMol25 dataset. Energies are from ωB97M-V/def2-TZVPD.

Last column: Löwdin charge in e.
Atoms and positions in Å:
C  0.507  -1.759  1.105  -0.15
N  0.382  -0.560  0.735  -0.40
S  -0.367  0.698  1.400  0.91
O  0.052  1.867  0.310  -0.59
N  -0.786  1.950  -0.851  -0.03
H  1.062  -2.423  0.458  0.06
H  0.104  -2.177  2.023  0.06
H  -0.928  2.944  -1.009  0.07
H  -0.243  1.564  -1.621  0.07

Output
E = -16961.590 eV
E_HOMO = -8.77 eV
SMILES string = C=NSON
2S+1 = 1
Largest force on an atom = 0.016 Eh/bohr

=====

(14)
Here is CH4N2OS2 in the gas phase from the OMol25 dataset. Energies are from ωB97M-V/def2-TZVPD.

Last column: Löwdin charge in e.
Atoms and positions in Å:
O  0.040  2.357  -0.049  0.07
C  -0.039  1.161  0.058  -0.66
N  -1.197  0.519  -0.434  -0.33
S  -1.677  -1.059  0.067  0.72
N  1.085  0.438  0.501  -0.37
S  1.719  -1.015  -0.115  0.73
H  -1.948  1.112  -0.677  0.07
H  -1.926  -0.876  1.363  -0.15
H  1.741  1.035  0.958  0.08
H  2.158  -0.603  -1.311  -0.15

Output
E = -27799.519 eV
E_HOMO = -9.34 eV
SMILES string = O=C(NS)NS
2S+1 = 1
Largest force on an atom = 0.057 Eh/bohr

=====

(15)
Here is a 2-piece molecular cluster, CH4N2S overall from the OMol25 dataset. Energies are from ωB97M-V/def2-TZVPD.

Last column: Löwdin charge in e.
Atoms and positions in Å:
C  0.704  0.762  0.923  -0.62
N  -0.516  -0.705  -1.159  -0.10
N  -0.843  0.176  -0.194  -0.12
S  0.686  0.778  2.497  0.64
H  1.459  1.111  0.238  0.00
H  -0.052  -1.576  -0.907  0.08
H  -0.111  -0.246  -1.964  0.08
H  -1.328  -0.302  0.567  0.05

Output
E = -14913.670 eV
E_HOMO = -7.75 eV
2S+1 = 1
Largest force on an atom = 0.077 Eh/bohr

=====

(16)
Here is CH4N2S2 in the gas phase from the OMol25 dataset. Energies are from ωB97M-V/def2-TZVPD.

Last column: Löwdin charge in e.
Atoms and positions in Å:
S  -1.737  -1.161  -0.265  0.64
N  -1.351  0.486  -0.213  -0.41
C  -0.139  0.955  -0.247  -0.41
N  1.118  0.403  -0.141  -0.46
S  1.591  -1.214  -0.295  0.71
H  -2.831  -1.059  0.496  -0.16
H  0.000  2.043  -0.285  0.11
H  1.904  1.106  -0.063  0.11
H  1.446  -1.558  1.013  -0.13

Output
E = -25751.000 eV
E_HOMO = -8.07 eV
SMILES string = S/N=C\NS
2S+1 = 1
Largest force on an atom = 0.047 Eh/bohr

=====

(17)
Here is CH4N2S2 in the gas phase from the OMol25 dataset. Energies are from ωB97M-V/def2-TZVPD.

Last column: Löwdin charge in e.
Atoms and positions in Å:
S  -1.128  1.309  2.077  0.66
N  -0.285  0.790  0.678  -0.41
C  -0.415  -0.404  0.276  -0.45
N  0.274  -0.868  -0.833  -0.45
S  0.645  0.158  -2.096  0.74
H  -0.112  2.162  2.433  -0.13
H  -0.981  -1.248  0.723  0.13
H  0.027  -1.773  -1.130  0.05
H  1.975  -0.126  -2.126  -0.13

Output
E = -25751.110 eV
E_HOMO = -8.27 eV
SMILES string = S/N=C/NS
2S+1 = 1
Largest force on an atom = 0.026 Eh/bohr

=====

(18)
Here is CH4N2S2 in the gas phase from the OMol25 dataset. Energies are from ωB97M-V/def2-TZVPD.

Last column: Löwdin charge in e.
Atoms and positions in Å:
S  2.527  -0.353  -0.164  0.68
N  0.836  -0.431  -0.161  -0.42
C  0.179  0.668  -0.151  -0.43
N  -1.209  0.679  -0.164  -0.45
S  -2.138  -0.718  -0.239  0.74
H  2.724  -1.684  -0.102  -0.15
H  0.612  1.671  -0.191  0.12
H  -1.678  1.460  0.237  0.06
H  -1.853  -1.293  0.936  -0.15

Output
E = -25751.310 eV
E_HOMO = -8.34 eV
SMILES string = S/N=C/NS
2S+1 = 1
Largest force on an atom = 0.022 Eh/bohr

=====

(19)
Here is an isolated ion of composition CH4N3 and charge +1 from the OMol25 dataset. Energies are from ωB97M-V/def2-TZVPD.

Last column: Löwdin charge in e.
Atoms and positions in Å:
C  0.103  0.254  -0.110  0.03
N  -1.090  -0.380  0.442  0.03
N  -2.211  -0.182  -0.027  -0.02
N  -3.321  0.124  -0.249  0.42
H  -0.241  1.231  -0.467  0.11
H  0.858  0.247  0.692  0.12
H  0.492  -0.461  -0.889  0.13
H  -0.893  -1.358  0.486  0.18

Output
E = -5561.593 eV
E_HOMO = -17.34 eV
SMILES string = CN[N+]#N
2S+1 = 1
Largest force on an atom = 0.212 Eh/bohr
Total charge = +1

=====

(20)
Here is an isolated ion of composition CH4N3 and charge +1 from the OMol25 dataset. Energies are from ωB97M-V/def2-TZVPD.

Last column: Löwdin charge in e.
Atoms and positions in Å:
N  -0.962  0.489  0.078  0.26
N  0.492  0.358  -0.489  -0.02
C  1.332  -0.717  -0.118  -0.10
N  1.558  0.299  0.541  0.20
H  -1.029  0.295  1.014  0.13
H  -1.558  -0.118  -0.422  0.15
H  -1.205  1.348  -0.386  0.17
H  1.372  -1.955  -0.217  0.22

Output
E = -5559.895 eV
E_HOMO = -16.03 eV
SMILES string = [NH3+]N1C=N1
2S+1 = 1
Largest force on an atom = 0.096 Eh/bohr
Total charge = +1